Molecular formula: C61H68AsN9O6Y
Method: DFT, ωB97M-V/def2-TZVPD

```
146
Properties=species:S:1:pos:R:3:forces:R:3:mulliken_charge:R:1
Y -0.591 0.085 0.107 1.046 0.819 0.325 -1.663
C 4.116 5.115 -3.128 -0.027 -0.081 0.092 -2.082
C 3.431 3.987 -2.406 -0.049 -0.001 -0.064 0.565
C 4.148 2.937 -1.841 -0.006 -0.002 -0.019 -1.408
C 3.483 1.876 -1.284 -0.043 0.036 0.055 0.112
C 2.069 1.734 -1.254 0.053 0.040 0.178 -0.005
N 1.534 0.566 -0.743 -0.130 -0.075 0.069 1.098
C 2.352 -0.565 -0.856 0.153 0.063 0.044 -0.439
C 2.989 -0.887 -2.069 -0.050 -0.117 0.121 0.531
C 3.795 -1.992 -2.218 0.064 0.024 0.002 -1.290
C 4.013 -2.874 -1.160 0.025 0.009 0.010 1.045
C 4.855 -4.111 -1.327 -0.050 0.085 0.044 -1.771
C 3.431 -2.564 0.053 -0.031 -0.114 0.070 -1.384
C 2.644 -1.424 0.219 -0.002 0.101 -0.390 -0.160
N 2.316 -1.074 1.558 0.233 -0.017 0.102 0.401
C 3.198 -1.029 2.581 -0.083 -0.033 0.258 -0.336
C 2.513 -0.588 3.691 0.066 -0.135 -0.004 -2.168
C 1.208 -0.377 3.239 -0.060 -0.084 -0.025 -0.456
N 1.100 -0.678 1.952 -0.162 0.127 -0.110 1.696
C 1.356 2.869 -1.713 0.440 -0.134 0.164 -0.328
C 2.060 3.936 -2.284 -0.027 0.091 -0.009 -0.272
N -0.058 3.049 -1.620 -0.106 0.089 -0.184 0.535
C -0.743 4.115 -2.095 -0.222 0.032 0.030 -0.435
C -2.019 4.063 -1.599 0.039 0.067 0.000 -2.172
C -2.036 2.916 -0.811 0.074 0.032 -0.108 -0.738
N -0.869 2.287 -0.866 -0.202 -0.136 0.011 2.614
H 4.568 4.750 -4.054 0.019 0.063 -0.012 0.326
H 4.911 5.551 -2.519 0.004 0.023 -0.019 0.388
H 3.409 5.903 -3.385 0.022 0.026 0.000 0.379
H 5.233 2.960 -1.828 -0.005 -0.035 -0.012 0.392
H 4.070 1.084 -0.842 -0.010 -0.031 0.018 0.456
H 2.839 -0.225 -2.905 0.038 -0.004 0.012 0.321
H 4.254 -2.182 -3.181 -0.038 -0.017 -0.014 0.255
H 5.234 -4.177 -2.346 0.007 -0.051 0.001 0.394
H 4.271 -5.010 -1.117 0.023 -0.020 -0.033 0.323
H 5.708 -4.099 -0.645 0.008 -0.043 -0.013 0.375
H 3.600 -3.205 0.912 -0.031 0.008 0.009 0.409
H 4.232 -1.292 2.444 -0.012 0.004 -0.099 0.562
H 2.905 -0.427 4.680 -0.004 0.016 -0.006 0.530
H 0.351 -0.017 3.784 -0.035 -0.024 -0.037 0.349
H 1.518 4.791 -2.659 -0.013 -0.016 0.028 0.137
H -0.322 4.847 -2.754 0.097 -0.049 0.023 0.508
H -2.817 4.764 -1.768 0.010 0.006 0.018 0.555
H -2.834 2.564 -0.182 0.008 -0.078 -0.030 0.319
C -0.242 1.420 -4.508 -0.005 -0.189 -0.062 -1.941
C 0.934 0.625 -5.065 0.022 0.082 0.183 0.936
C 2.233 1.415 -4.842 -0.052 -0.026 -0.079 -1.733
C 1.109 -0.836 -4.622 -0.108 -0.031 0.008 0.518
C 2.001 -1.526 -5.447 0.002 -0.053 -0.020 -0.764
C 2.274 -2.868 -5.297 0.007 -0.016 -0.053 -1.407
C 1.611 -3.568 -4.307 0.054 -0.005 -0.018 -0.478
C 0.723 -2.930 -3.457 -0.117 0.141 0.080 1.329
C -0.076 -3.790 -2.499 0.009 -0.147 -0.078 2.888
C -1.148 -4.561 -3.283 -0.032 0.098 0.009 -2.078
C 0.795 -4.764 -1.704 -0.058 0.143 -0.045 -1.258
C 0.488 -1.539 -3.565 0.136 -0.171 -0.245 -1.236
N -0.449 -0.928 -2.674 -0.207 0.076 0.269 1.879
C -1.666 -1.024 -3.188 0.233 0.035 -0.108 -0.530
O -2.017 -1.593 -4.239 -0.044 0.082 -0.054 -0.832
C -2.755 -0.289 -2.463 -0.190 -0.083 -0.104 0.224
C -3.810 0.168 -3.245 -0.112 0.011 -0.024 -0.955
C -4.880 0.795 -2.642 0.105 -0.024 0.057 -1.204
C -4.876 0.905 -1.264 0.020 0.021 0.081 -0.898
C -3.786 0.432 -0.552 -0.278 -0.156 -0.078 -0.759
N -2.719 -0.135 -1.135 -0.182 0.087 -0.116 1.643
C -3.859 0.531 0.950 -0.060 0.051 0.316 0.055
O -4.854 1.105 1.415 -0.033 -0.120 0.068 -0.786
N -2.863 -0.039 1.628 0.307 -0.003 -0.316 1.727
C -3.126 -0.161 3.030 0.088 0.247 0.261 -1.871
C -2.521 0.729 3.946 0.050 0.022 -0.285 0.757
C -2.575 0.446 5.305 0.013 -0.044 0.075 -0.310
C -3.252 -0.663 5.782 -0.030 0.003 0.010 -1.513
C -3.965 -1.446 4.893 -0.028 0.058 0.044 -0.444
C -3.944 -1.200 3.524 0.010 0.175 -0.094 1.826
C -4.879 -2.014 2.646 -0.055 0.001 0.069 1.217
C -4.845 -3.514 2.959 0.086 0.060 -0.047 -1.755
C -6.316 -1.497 2.816 0.123 -0.007 -0.091 -1.776
C -1.980 2.068 3.470 -0.183 0.072 0.219 2.764
C -3.127 3.091 3.549 0.085 -0.046 -0.060 -1.855
C -0.779 2.598 4.252 -0.035 -0.125 -0.043 -2.211
H -0.214 2.439 -4.904 0.018 -0.011 0.000 0.610
H -0.204 1.462 -3.425 -0.047 0.018 0.009 -0.061
H -1.185 0.964 -4.807 -0.095 0.001 0.047 0.438
H 0.780 0.566 -6.149 0.027 -0.037 0.014 0.605
H 2.403 1.596 -3.781 0.016 0.027 -0.056 0.580
H 2.169 2.388 -5.337 0.005 0.018 0.029 0.434
H 3.097 0.885 -5.247 0.029 0.026 0.025 0.444
H 2.467 -0.987 -6.266 0.000 0.022 0.017 0.487
H 2.958 -3.372 -5.970 -0.001 0.007 0.000 0.389
H 1.762 -4.638 -4.228 0.001 0.010 0.035 0.344
H -0.578 -3.128 -1.793 0.013 0.019 -0.010 -2.197
H -0.679 -5.295 -3.944 0.012 -0.024 0.019 0.434
H -1.732 -3.873 -3.893 -0.018 -0.018 -0.001 0.342
H -1.821 -5.094 -2.605 0.023 -0.031 0.002 0.497
H 1.449 -5.342 -2.357 0.006 -0.028 0.025 0.457
H 0.156 -5.471 -1.173 0.021 -0.032 -0.001 0.311
H 1.413 -4.227 -0.982 0.067 -0.044 0.011 0.131
H -3.761 -0.002 -4.309 0.035 -0.059 0.016 0.572
H -5.710 1.172 -3.226 0.006 0.002 -0.019 0.431
H -5.681 1.355 -0.702 0.005 -0.018 0.011 0.638
H -2.098 1.115 6.011 0.018 0.003 -0.027 0.330
H -3.270 -0.882 6.843 -0.001 -0.004 -0.002 0.403
H -4.565 -2.264 5.276 -0.008 -0.011 -0.022 0.332
H -4.596 -1.870 1.603 0.062 0.033 0.002 -0.462
H -5.390 -3.731 3.879 0.017 -0.027 0.016 0.466
H -3.822 -3.875 3.078 -0.112 -0.058 -0.020 0.342
H -5.320 -4.079 2.155 -0.008 -0.019 0.008 0.411
H -6.638 -1.613 3.854 -0.001 -0.031 -0.011 0.364
H -7.003 -2.056 2.174 0.007 -0.002 0.026 0.440
H -6.368 -0.444 2.554 -0.025 0.105 -0.027 0.378
H -1.678 1.976 2.429 -0.067 0.028 0.067 -1.443
H -3.413 3.252 4.593 0.004 0.027 0.006 0.385
H -3.999 2.730 3.009 -0.072 -0.005 -0.052 0.303
H -2.810 4.045 3.119 0.017 -0.018 0.023 0.482
H -1.018 2.754 5.306 -0.003 0.058 0.011 0.631
H -0.479 3.558 3.827 -0.025 -0.010 0.094 0.394
H 0.075 1.924 4.180 -0.011 0.104 0.087 0.283
C 0.161 -4.678 1.642 0.179 0.222 -0.314 -1.502
As -0.656 -2.935 1.137 -0.482 -1.007 0.348 1.683
C -1.086 -2.626 3.022 0.001 0.111 0.080 -0.585
C -2.366 -3.654 0.508 -0.007 0.013 -0.057 -0.567
H -0.467 -5.100 2.426 -0.029 0.052 0.011 0.515
H 1.163 -4.510 2.039 -0.004 0.025 -0.005 0.309
H 0.221 -5.377 0.814 0.012 0.076 -0.006 0.351
H -0.200 -2.834 3.622 0.068 -0.026 -0.104 0.660
H -1.889 -3.292 3.340 0.070 0.012 -0.061 0.742
H -1.393 -1.605 3.209 0.020 0.013 0.052 -1.128
H -2.721 -4.473 1.133 0.034 0.010 0.028 0.554
H -2.265 -4.003 -0.520 0.056 0.016 0.013 -0.071
H -3.090 -2.841 0.523 -0.028 -0.006 -0.010 -0.205
O -0.044 4.022 1.268 -0.029 -0.105 -0.065 -0.874
C 0.635 3.047 1.589 -0.103 0.224 0.379 0.184
O 0.314 1.815 1.563 -0.230 -0.291 -0.521 2.336
C 2.018 3.328 2.173 0.042 -0.143 -0.239 0.248
C 3.012 2.362 2.112 -0.044 -0.077 0.017 0.442
C 4.298 2.634 2.559 -0.043 -0.011 -0.037 -0.539
C 4.595 3.870 3.099 0.096 0.215 0.104 -0.802
C 3.587 4.824 3.181 -0.149 -0.597 -0.253 -0.522
C 2.306 4.571 2.713 0.036 0.267 0.070 -0.556
N 3.895 6.125 3.759 0.109 0.474 0.216 1.000
O 2.972 6.877 4.013 0.087 -0.136 -0.076 -0.608
O 5.068 6.400 3.963 -0.146 -0.102 -0.030 -0.639
H 2.756 1.395 1.701 0.003 0.083 -0.104 -0.605
H 5.072 1.880 2.481 -0.006 -0.003 0.025 0.510
H 5.582 4.113 3.462 0.011 -0.001 -0.016 0.503
H 1.542 5.334 2.749 -0.014 -0.014 -0.017 0.604
```
Forces are in eV/Å.

Calculated values
E_tot   -151944.327 eV
Orbital gap   6.6 eV
LUMO level   1.761 eV
Charge   -1
Energy relative to the best compared isomer or geometry (same formula, charge and spin)   3.7 kJ/mol